{"formula": "C4H8N2O", "method": "wB97M-V/def2-TZVPD", "symbols": ["O", "C", "N", "C", "C", "C", "N", "H", "H", "H", "H", "H", "H", "H", "H"], "xyz": [[-0.4749, -0.0547, 2.7105], [-0.5285, 0.0838, 1.5059], [-0.6964, 1.3981, 0.9194], [-1.3570, 1.7711, -0.1679], [1.3636, -0.1391, -1.0076], [0.0420, -0.8932, -0.8004], [-0.4392, -0.9326, 0.6000], [-0.3020, 2.1128, 1.5278], [-1.7780, 0.8186, -0.5622], [1.2793, 0.9156, -0.7738], [2.1620, -0.5986, -0.4168], [1.6167, -0.2240, -2.0722], [0.1930, -1.9435, -1.0616], [-0.7228, -0.4941, -1.4753], [-0.3578, -1.8203, 1.0743]], "forces_ev_per_a": [[-0.08, 0.20, -0.68], [0.06, -0.22, -0.15], [-0.15, 0.31, -0.09], [0.07, -0.58, 0.67], [-0.24, -0.55, -0.27], [0.17, 0.07, 0.27], [0.04, 0.09, 0.09], [-0.06, -0.05, -0.12], [0.05, 0.42, -0.03], [0.02, 0.10, 0.09], [-0.08, 0.16, -0.07], [0.09, 0.05, 0.24], [-0.07, 0.13, -0.06], [0.14, -0.18, 0.21], [0.02, 0.07, -0.10]], "mulliken_charge": [-0.592, 0.418, -0.032, -0.349, -1.011, -0.565, -0.158, 0.218, 0.199, 0.319, 0.299, 0.359, 0.405, 0.229, 0.260], "homo_energy_ev": -8.810, "orbital_gap_ev": 9.380, "e_lumo_ev": 0.57, "max_force_ha_per_bohr": 0.017, "spin_multiplicity": 1, "total_energy_ha": -341.8968}

{"formula": "C5H10O", "method": "wB97M-V/def2-TZVPD", "symbols": ["C", "C", "C", "C", "O", "C", "H", "H", "H", "H", "H", "H", "H", "H", "H", "H"], "xyz": [[0.0983, 1.3111, -1.1475], [0.1762, 0.5607, 0.1793], [1.3397, 0.9529, 1.0496], [-0.0967, -1.2733, 0.4517], [0.6081, -0.9726, -0.5973], [-1.3352, -2.0804, 0.0932], [-0.6967, 0.9130, -1.7833], [1.0442, 1.2511, -1.6909], [-0.1240, 2.3635, -0.9313], [-0.7925, 0.6988, 0.6785], [2.2714, 0.6595, 0.5591], [1.2848, 0.4686, 2.0248], [1.3452, 2.0434, 1.1728], [-1.4888, -2.8847, 0.8204], [-2.2204, -1.4317, 0.1533], [-1.2596, -2.4882, -0.9234]], "forces_ev_per_a": [[0.01, 0.01, -0.07], [0.10, 0.62, -0.10], [0.01, -0.10, 0.00], [-0.10, -0.43, -0.32], [-0.23, 0.04, 0.44], [0.02, 0.00, 0.04], [0.11, 0.07, 0.09], [-0.13, 0.01, 0.07], [0.03, -0.15, 0.00], [0.13, -0.20, -0.06], [-0.10, 0.05, 0.07], [0.00, 0.10, -0.14], [-0.03, -0.15, -0.05], [0.05, 0.14, -0.08], [0.14, -0.06, 0.01], [-0.02, 0.05, 0.10]], "mulliken_charge": [-1.363, 0.928, -1.384, 0.009, -0.393, -1.070, 0.349, 0.312, 0.402, 0.245, 0.317, 0.379, 0.372, 0.332, 0.248, 0.317], "homo_energy_ev": -7.360, "orbital_gap_ev": 8.231, "e_lumo_ev": 0.87, "max_force_ha_per_bohr": 0.012, "spin_multiplicity": 1, "total_energy_ha": -271.5776}

{"formula": "C6H14N2Si", "method": "wB97M-V/def2-TZVPD", "symbols": ["C", "C", "C", "C", "C", "C", "N", "N", "Si", "H", "H", "H", "H", "H", "H", "H", "H", "H", "H", "H", "H", "H", "H"], "xyz": [[0.3567, 1.4085, 2.8657], [0.2586, 0.9722, 1.6115], [-1.4054, 0.1653, -2.4241], [1.3908, -0.4037, -1.5105], [-1.0600, -1.9542, -0.3034], [-0.7012, 1.0062, 0.5379], [1.5227, 0.6788, 3.0054], [1.3446, 0.0383, 1.7903], [-0.4692, -0.2505, -0.8956], [-0.0020, 2.1415, 3.5857], [-2.4355, 0.3565, -2.3475], [-0.8649, 0.8684, -2.9005], [-1.3065, -0.6405, -3.0729], [2.0759, -0.7645, -0.7606], [1.4894, -1.2389, -2.3011], [1.7549, 0.4561, -2.0208], [-0.8013, -2.7353, -0.9517], [-0.6730, -2.3623, 0.6886], [-2.0804, -1.7694, -0.2338], [-1.6682, 1.3384, 0.8055], [-0.5810, 2.3456, -0.2737], [1.6876, 0.1885, 3.8801], [2.1673, 0.1549, 1.2255]], "forces_ev_per_a": [[0.44, 0.97, 0.68], [-1.63, -0.52, -1.32], [-0.47, -1.41, 2.03], [-1.29, -1.92, -0.73], [2.39, 0.73, 2.12], [1.36, 3.34, -3.80], [2.15, 1.02, 3.43], [-0.85, -0.79, -0.49], [1.37, -0.85, 0.69], [-0.32, -0.43, -0.44], [-1.29, 0.66, 0.20], [1.39, 3.11, -1.58], [0.11, -1.97, -1.09], [0.29, 0.26, 0.48], [-0.65, 1.08, 1.01], [0.41, 0.95, -0.10], [-0.04, -0.99, -1.48], [-0.50, 1.09, -0.96], [-2.17, -0.35, 0.17], [-1.15, -0.39, 0.54], [0.20, -3.18, 1.66], [0.01, -0.63, -0.55], [0.26, 0.21, -0.49]], "mulliken_charge": [-0.407, 0.208, -1.215, -1.214, -1.123, -0.799, -0.359, -0.208, 0.275, 0.360, 0.369, 0.412, 0.367, 0.391, 0.300, 0.369, 0.388, 0.318, 0.327, 0.621, 0.158, 0.208, 0.256], "homo_energy_ev": -7.734, "orbital_gap_ev": 8.656, "e_lumo_ev": 0.92, "max_force_ha_per_bohr": 0.102, "spin_multiplicity": 1, "total_energy_ha": -635.8599}

{"formula": "C4H10N2O", "method": "wB97M-V/def2-TZVPD", "symbols": ["H", "N", "C", "O", "C", "N", "C", "C", "H", "H", "H", "H", "H", "H", "H", "H", "H"], "xyz": [[0.9872, 1.7893, -0.5430], [1.2548, 0.8377, -0.4474], [0.3985, -0.0791, -0.1933], [0.9815, -1.2628, -0.0727], [2.6353, -0.8479, -0.2771], [-0.9696, 0.0556, -0.0744], [-1.8145, -0.9594, 0.5272], [-1.4787, 1.4135, -0.0447], [2.9445, -0.5882, 0.7337], [2.8278, -1.8567, -0.5725], [3.1224, -0.1437, -0.9839], [-1.9384, -0.8085, 1.6121], [-1.3617, -1.9359, 0.3616], [-2.8081, -0.9386, 0.0541], [-1.0611, 1.9879, -0.8750], [-2.5665, 1.4039, -0.1624], [-1.2337, 1.9391, 0.8904]], "forces_ev_per_a": [[-0.72, 0.63, 0.05], [-0.57, 1.12, 0.01], [0.20, 0.76, -0.13], [1.55, 0.82, -0.52], [-0.48, -1.35, 0.37], [0.37, -0.05, -0.03], [0.12, -0.16, 0.02], [-0.02, 0.12, -0.07], [-0.14, -0.25, -0.19], [0.62, -0.71, 0.19], [-1.22, -0.65, 0.31], [0.02, -0.02, -0.21], [-0.08, 0.03, 0.04], [0.32, -0.02, 0.13], [-0.10, -0.07, 0.07], [0.18, -0.10, 0.04], [-0.03, -0.11, -0.08]], "mulliken_charge": [0.151, -0.630, 0.736, -0.495, -0.593, 0.090, -0.918, -1.107, 0.277, 0.301, 0.261, 0.315, 0.308, 0.303, 0.360, 0.293, 0.347], "smiles": "[H]/N=C(/OC)N(C)C", "homo_energy_ev": -8.649, "orbital_gap_ev": 9.597, "e_lumo_ev": 0.95, "max_force_ha_per_bohr": 0.036, "spin_multiplicity": 1, "total_energy_ha": -343.0760}